A cluster of 2 separate species, CH3N2O2S in total, computed with wB97M-V/def2-TZVPD.

Summary:
- HOMO-LUMO gap (Eh) = 0.293
- multiplicity = 1
- highest occupied orbital energy (eV) = -4.553
- DFT total energy (Ha) = -697.929703
- total charge = -1
- LUMO (eV) = 3.41

Atoms and positions in Å:
C (-1.69733, -0.13046, 0.15393)
N (-1.17969, 0.26443, -0.93899)
N (0.53426, 1.50106, -0.20848)
O (2.80458, 0.47801, 0.28694)
O (0.88287, -0.91228, 0.78636)
S (1.38705, 0.18309, -0.04496)
H (1.33135, -0.62552, -1.43405)
H (-1.59138, 0.15812, 1.14755)
H (-2.47171, -0.91644, 0.25170)

Atomic partial charges in e from the Löwdin method, atoms 1 to 5: -0.24 0.02 -0.25 -0.47 -0.50